[1]
A structure of composition C27H32BN9O2PTi. Source: the OMol25 dataset; level of theory: the ωB97M-V functional and the def2-TZVPD basis.

Geometry as XYZ:
```
73
Properties=species:S:1:pos:R:3:forces:R:3
Ti -0.661 0.245 -0.060 -0.318 -0.240 0.359
P 1.563 0.281 1.738 -0.210 -0.072 -0.079
O 5.635 -3.960 -0.185 -0.159 -0.277 -0.169
O 6.702 -3.014 -1.874 -0.106 -0.146 -0.152
N -2.076 -0.833 2.489 0.006 -0.064 -0.054
N -1.210 -1.192 1.510 0.076 0.182 -0.135
N -1.027 1.872 -1.607 -0.063 -0.110 0.051
N -1.057 -1.535 -1.430 0.115 0.241 0.057
N -1.162 1.847 1.277 0.017 0.009 -0.093
N -2.071 1.697 2.266 0.022 -0.011 -0.080
N -3.633 0.308 0.937 0.009 0.009 -0.082
N -2.880 0.196 -0.181 0.221 0.093 0.054
N 1.076 0.245 -1.519 0.171 -0.195 -0.018
C -2.208 2.849 2.932 -0.003 -0.018 0.033
C -3.729 0.092 -1.208 0.006 -0.074 0.015
C 5.622 -3.194 -1.101 0.385 0.647 0.501
C 4.566 -0.996 -1.870 -0.004 0.041 -0.021
C -1.353 3.788 2.378 -0.001 -0.004 0.011
C -0.890 -2.468 1.732 -0.005 0.027 -0.003
C -0.179 1.906 -2.650 0.105 -0.110 0.025
C 2.227 -0.611 -1.476 -0.079 0.144 -0.033
C -1.540 -3.552 -2.997 0.012 0.044 0.088
C -2.242 3.657 -2.621 -0.092 -0.002 0.115
C 1.148 1.283 3.199 -0.007 0.014 0.061
C -1.540 -2.948 2.865 0.021 -0.027 -0.003
C 0.931 0.963 -2.563 -0.088 0.190 -0.135
C 1.988 -1.301 2.538 0.049 -0.051 0.019
C -0.726 3.112 1.341 -0.012 -0.003 0.008
C -2.294 -1.877 3.303 -0.019 0.071 0.025
C -1.376 3.677 -3.695 0.114 -0.017 -0.116
C 3.457 -0.165 -1.948 0.031 -0.058 0.048
C -1.266 -2.425 -2.119 -0.091 -0.074 -0.080
C 3.222 -2.692 -0.828 -0.046 -0.009 0.018
C -5.043 0.132 -0.758 -0.008 0.022 -0.026
C 4.454 -2.261 -1.308 -0.100 -0.211 -0.171
C -4.931 0.272 0.615 0.001 -0.038 0.062
C -0.314 2.776 -3.712 -0.080 0.093 -0.037
C 2.111 -1.874 -0.912 0.093 -0.093 0.046
C 3.213 0.919 1.298 0.031 0.060 -0.044
C -2.037 2.737 -1.599 -0.004 0.033 -0.002
B -2.948 0.426 2.320 -0.083 0.062 0.072
H -1.290 -3.284 -4.022 -0.006 -0.018 -0.006
H -0.194 -2.975 1.083 -0.003 -0.042 0.017
H 3.572 0.846 -2.318 0.000 -0.004 -0.002
H 5.525 -0.615 -2.203 -0.023 -0.008 0.004
H -5.945 0.064 -1.341 0.022 0.011 0.022
H 3.757 0.184 0.706 -0.014 0.008 -0.001
H 3.142 1.848 0.730 -0.007 -0.015 -0.005
H 2.251 -2.062 1.807 0.002 -0.015 -0.002
H 1.158 -2.223 -0.539 -0.001 0.040 -0.008
H -2.910 2.925 3.747 0.026 0.014 -0.015
H -1.209 4.809 2.687 -0.008 -0.020 -0.013
H -3.753 0.510 3.196 0.012 -0.003 -0.011
H 0.026 3.466 0.652 -0.008 0.008 -0.013
H -0.938 -4.405 -2.686 -0.008 -0.010 -0.019
H 3.162 -3.672 -0.372 0.006 0.010 -0.011
H -1.513 4.378 -4.507 -0.006 -0.002 0.012
H -2.596 -3.811 -2.930 0.003 -0.009 -0.009
H -2.982 -1.786 4.128 0.027 -0.025 -0.012
H 0.157 1.024 3.572 0.011 -0.013 -0.001
H 0.397 2.759 -4.527 -0.004 -0.003 0.008
H 2.846 -1.147 3.195 0.004 0.023 -0.003
H 1.881 1.093 3.985 0.008 -0.008 -0.004
H -5.685 0.341 1.383 0.010 0.003 -0.036
H 1.614 0.894 -3.406 0.068 0.004 0.025
H -3.078 4.340 -2.558 0.018 -0.004 -0.014
H -2.703 2.691 -0.749 -0.021 0.015 0.004
H 1.163 2.344 2.959 0.003 -0.007 0.005
H 1.153 -1.657 3.140 -0.009 0.020 -0.008
H 3.779 1.113 2.210 -0.010 -0.005 0.006
H -1.477 -3.929 3.301 0.000 0.013 -0.017
H -3.356 -0.008 -2.215 -0.012 0.010 -0.003
H 6.522 -2.437 -2.626 0.012 -0.045 -0.027
```
Forces are in eV/Å.

The value obtained for the strongest force on any atom is 0.9 eV Å⁻¹. Its net charge is +2. The multiplicity is 2. The HOMO-LUMO gap (spin up / spin down) comes out at 7.5 / 7.6 eV.


[2]
A structure of composition C33H33N8O5PdS. Source: the OMol25 dataset; level of theory: the ωB97M-V functional and the def2-TZVPD basis.

Geometry as XYZ:
```
81
Properties=species:S:1:pos:R:3:forces:R:3
Pd 0.080 0.441 -0.481 -0.098 -0.081 -0.499
S 2.141 -0.709 1.603 -0.163 -0.065 -0.009
O 1.910 0.420 2.461 0.003 0.012 0.006
O -0.750 1.445 -2.096 -0.038 0.060 0.162
O -1.181 4.910 5.362 0.000 -0.006 0.012
O 2.619 6.862 0.620 -0.001 -0.012 0.016
O 3.152 -0.614 0.583 0.034 -0.036 -0.024
N -2.825 2.156 -1.352 -0.051 -0.029 0.038
N -3.392 3.338 -0.943 -0.024 0.015 0.008
N 3.142 -5.473 4.923 0.008 0.005 0.009
N 1.100 2.144 0.005 0.168 0.218 0.119
N 0.665 -0.956 0.870 0.265 -0.031 -0.206
N -0.299 -1.444 -1.053 0.234 -0.382 0.401
N -1.221 1.884 1.515 -0.110 -0.007 -0.066
N 0.910 -3.204 0.005 -0.059 -0.087 -0.213
C -0.187 -3.524 -2.113 -0.018 0.027 0.004
C 2.897 3.511 -0.759 0.032 -0.027 0.006
C -4.588 1.020 -2.581 -0.010 -0.005 -0.007
C -3.599 0.985 -1.608 0.031 -0.003 -0.013
C 2.124 2.370 -0.826 -0.027 0.061 0.067
C -5.333 -0.122 -2.828 -0.010 0.012 -0.001
C -4.683 3.387 -0.277 0.004 0.000 -0.018
C -0.268 2.721 1.927 0.080 -0.003 -0.028
C -2.446 4.294 -0.981 0.010 -0.017 -0.009
C 3.386 -3.058 2.176 0.010 0.006 -0.022
C -1.278 3.748 -1.459 0.001 0.018 0.032
C -5.073 -1.288 -2.122 0.009 -0.016 0.002
C 1.922 -3.438 4.511 0.013 -0.003 -0.014
C -2.238 2.048 3.672 0.022 -0.024 0.011
C -3.336 -0.171 -0.891 -0.029 0.023 0.006
C 2.605 4.465 0.204 -0.007 0.013 0.017
C 2.884 -4.384 4.129 0.000 0.005 -0.012
C 3.614 -4.174 2.951 0.001 -0.006 0.011
C 0.466 -1.964 -0.049 -0.121 0.252 0.103
C -0.244 3.256 3.206 -0.040 -0.004 0.010
C -1.517 2.374 -1.671 0.088 0.057 -0.129
C 0.560 -3.971 -1.030 0.023 0.067 0.088
C 0.821 3.041 0.961 -0.056 -0.084 0.115
C 1.546 4.217 1.065 -0.025 0.016 -0.004
C 3.420 5.727 0.349 -0.004 0.007 0.003
C -0.593 -2.200 -2.099 -0.065 -0.086 0.041
C -2.173 1.553 2.378 -0.005 0.047 0.030
C -2.730 5.674 -0.505 0.003 0.006 0.001
C -1.238 3.496 5.489 0.011 0.007 -0.003
C 1.702 -2.319 3.738 -0.035 0.016 0.021
C 2.431 -2.130 2.569 -0.011 0.060 -0.001
C -1.251 2.921 4.100 0.026 0.020 -0.006
C -4.072 -1.315 -1.160 -0.006 0.015 -0.003
H -1.088 5.297 6.238 0.012 0.001 -0.004
H -4.591 3.951 0.649 0.002 0.005 -0.004
H 1.364 -3.585 5.427 -0.004 0.003 0.001
H -0.432 -4.176 -2.937 -0.001 -0.007 0.005
H 4.050 5.872 -0.532 -0.015 0.005 -0.008
H -1.155 -1.738 -2.901 0.001 0.008 -0.004
H -3.042 1.752 4.333 -0.010 -0.008 -0.014
H 0.973 -1.579 4.040 0.000 -0.004 0.003
H 3.658 -6.239 4.528 -0.002 -0.004 -0.001
H 4.367 -4.894 2.655 0.001 -0.001 0.000
H -0.343 4.254 -1.625 -0.003 0.000 0.002
H -2.882 5.688 0.576 0.003 -0.004 0.001
H 0.554 3.911 3.523 0.002 -0.012 0.008
H 3.945 -2.892 1.265 -0.001 -0.003 -0.001
H -6.109 -0.104 -3.581 0.001 -0.001 -0.001
H -2.550 -0.167 -0.148 -0.016 0.006 0.047
H -2.131 3.176 6.033 -0.012 0.013 -0.011
H -4.995 2.374 -0.040 0.000 0.002 0.006
H 4.083 5.616 1.208 0.015 -0.007 -0.011
H -5.434 3.849 -0.917 -0.009 -0.005 0.004
H 0.908 -4.998 -0.991 0.001 -0.003 -0.014
H 2.211 7.161 -0.199 0.005 0.006 -0.002
H 2.464 -5.726 5.620 -0.003 -0.005 -0.001
H -3.868 -2.226 -0.612 -0.002 -0.001 0.006
H -4.762 1.931 -3.141 0.004 0.000 -0.002
H -3.622 6.084 -0.978 -0.001 0.001 0.002
H -5.651 -2.180 -2.324 -0.003 0.001 0.002
H -0.359 3.118 6.022 -0.012 -0.015 0.011
H 3.717 3.642 -1.452 -0.001 -0.003 -0.003
H 2.324 1.602 -1.560 -0.012 0.002 -0.012
H -1.888 6.321 -0.736 0.000 0.000 0.000
H 1.282 4.953 1.811 0.006 0.011 -0.013
H -2.931 0.862 2.024 -0.011 -0.014 -0.040
```
Forces are in eV/Å.

The value obtained for the strongest force on any atom is 0.6 eV Å⁻¹. Its net charge is +1. The multiplicity is 1. The HOMO-LUMO gap comes out at 7.7 eV.